No. 1
This record from OMol25 describes a 5-piece molecular cluster, C2H13NO4 overall in a non-equilibrium geometry. The level of theory is the ωB97M-V functional and the def2-TZVPD basis.

Atoms and positions in Å:
C1 -2.9034 1.8896 -0.3956
C2 -1.2506 0.8697 -1.6502
N1 -2.2432 0.6992 -0.8765
H1 -3.5159 1.7096 0.4890
H2 -3.6420 2.2975 -1.1016
H3 -2.2340 2.6968 -0.1076
H4 -0.6297 -0.0209 -1.7093
H5 -0.9780 1.7821 -2.1393
H6 3.2774 0.1466 2.1095
H7 2.0082 0.4281 1.2792
O1 2.3688 0.4564 2.1697
H8 3.2055 -1.2772 -1.3865
H9 2.0304 -0.8754 -0.5280
O2 3.0021 -0.8673 -0.5362
H10 -0.4380 -1.2311 2.6991
H11 0.8581 -0.8683 2.0110
O3 0.1137 -1.4863 1.9529
H12 0.6166 -2.5951 -1.3501
H13 0.0572 -1.9619 -0.0022
O4 0.2967 -1.7923 -0.9273

Cartesian forces (eV/Å) of the 2 atoms listed first:
-1.387 0.708 -0.110
-0.535 -1.644 1.023

The calculation puts the total energy at -11964.0422 eV. As for the relative energy (zero: lowest compared OMol25 entry of this formula, charge and spin): 137.4 kJ/mol. The charge is 0. The value obtained for the HOMO energy is -9.33 eV. Its SMILES is C=NC.O.O.O.O. The value obtained for the largest force on an atom is 2.01 eV Å⁻¹.

---

No. 2
This record from OMol25 describes a 10-piece molecular cluster, C4H29N2O11 overall in a non-equilibrium geometry. The level of theory is the ωB97M-V functional and the def2-TZVPD basis.

Atoms and positions in Å:
N1 1.0786 -1.0768 0.4866
C1 -0.2465 -0.3844 0.1746
C2 -0.4035 1.0226 0.9268
O1 -0.6726 0.6404 2.2624
C3 -0.5245 -0.0750 -1.2753
N2 -1.8069 -0.3644 -1.7909
C4 -2.6556 -1.3865 -1.1411
O2 0.2459 0.4816 -2.0663
H1 1.0967 -1.3481 1.4302
H2 1.9602 -0.5596 0.0586
H3 0.8431 -2.1408 -0.0834
H4 -1.1396 -1.0255 0.5744
H5 0.6738 1.4762 1.0302
H6 -1.2509 1.6542 0.6384
H7 -1.6428 0.4019 2.2538
H8 -1.9623 0.1955 -2.5856
H9 -3.2689 -0.9746 -0.4662
H10 -2.0008 -2.2379 -0.9381
H11 -3.6007 -1.5994 -1.8431
H12 0.4940 3.5811 -2.1091
H13 0.3152 2.1000 -1.5852
O3 0.7124 2.9878 -1.3606
H14 1.7334 -2.3854 3.5931
H15 2.8251 -2.8058 2.6301
O4 1.9312 -2.3545 2.6240
H16 2.7517 3.6206 -1.1151
H17 3.0952 2.2651 -0.4611
O5 3.5112 3.0425 -0.8891
H18 -0.3999 -0.7531 3.7868
H19 -0.9438 0.2573 4.7981
O6 -1.2202 -0.5196 4.4091
H20 -3.7711 0.5121 1.7002
H21 -3.5676 2.1216 1.5285
O7 -3.3618 1.2810 1.2294
H22 -3.4053 2.0919 -1.6912
H23 -2.7412 2.4948 -2.9700
O8 -2.5905 2.0575 -2.2013
H24 3.9979 0.5750 -0.6973
H25 4.8047 -0.6259 0.3155
O9 3.9876 -0.1822 -0.0889
H26 2.5717 -0.0250 -2.7867
H27 2.0014 0.6930 -1.6117
O10 2.7676 0.3676 -1.9095
H28 -0.8580 -4.3982 -0.9554
H29 0.6338 -4.5638 -0.5852
O11 0.0027 -4.1346 -1.2435

Cartesian forces (eV/Å) of the 2 atoms listed first:
-2.159 -1.873 -6.103
-1.889 0.881 0.531

The calculation puts the total energy at -30111.5532 eV. As for the relative energy (zero: lowest compared OMol25 entry of this formula, charge and spin): 630.3 kJ/mol. The charge is +1. The value obtained for the HOMO energy is -12.73 eV. The value obtained for the largest force on an atom is 6.74 eV Å⁻¹.

---

No. 3
This record from OMol25 describes one molecule with the formula C4H8N2O2 in a non-equilibrium geometry. The level of theory is the ωB97M-V functional and the def2-TZVPD basis.

Atoms and positions in Å:
O1 -0.0991 -2.9183 0.2043
C1 -0.2779 -1.7074 -0.0370
C2 0.8418 -0.6743 -0.2416
C3 1.3233 -0.2845 1.1797
N1 0.3262 0.5088 -0.9383
C4 -0.5826 1.3254 -0.1378
N2 -0.4827 2.6324 -0.6413
O2 -1.2854 0.6831 0.6072
H1 -1.3143 -1.4557 -0.1266
H2 1.7027 -0.9441 -0.8659
H3 1.8291 -1.1695 1.6488
H4 2.0609 0.6510 1.1574
H5 0.6068 -0.0049 1.9481
H6 0.9614 0.9892 -1.5897
H7 -0.1988 2.6535 -1.6213
H8 -1.3048 3.2183 -0.5655

Cartesian forces (eV/Å) of the 2 atoms listed first:
0.522 2.929 -0.339
0.979 -4.107 -0.318

The calculation puts the total energy at -11352.1273 eV. As for the relative energy (zero: lowest compared OMol25 entry of this formula, charge and spin): 191.6 kJ/mol. The charge is 0. The value obtained for the HOMO energy is -9.31 eV. Its SMILES is C[C@@H](C=O)NC(N)=O. The value obtained for the largest force on an atom is 4.82 eV Å⁻¹.